[1]
This record from the OMol25 dataset describes a molecular structure, C29H42Cl3CuN4O3S2SbSi3. The level of theory is ωB97M-V with the def2-TZVPD basis set.

```
! RIJCOSX wB97M-V def2-TZVPD def2/J DEFGRID3
* xyz -1 1
Cu -1.033 1.995 -0.917
Cl -7.553 3.932 -3.068
C -6.095 3.066 -2.647
C -4.864 3.673 -2.813
C -3.716 2.981 -2.473
Cl -2.177 3.754 -2.717
C -3.716 1.665 -1.937
O -2.657 1.018 -1.598
C -5.018 1.103 -1.826
Cl -5.130 -0.526 -1.229
C -6.179 1.773 -2.159
H -4.791 4.676 -3.212
H -7.140 1.292 -2.038
C 2.375 -1.189 0.715
Si 1.759 -2.075 -0.801
C 2.309 -3.872 -0.581
C 2.732 -1.431 -2.287
Sb -0.669 -1.325 -1.162
Si -1.205 -3.298 -2.707
C -0.665 -2.653 -4.399
C -0.358 -4.972 -2.490
C -3.054 -3.633 -2.826
Si -1.442 -2.344 1.057
C -1.290 -0.932 2.292
C -0.421 -3.782 1.737
C -3.216 -2.970 1.103
H 3.469 -1.221 0.755
H 1.988 -1.645 1.634
H 2.061 -0.142 0.715
H 3.367 -3.884 -0.294
H 2.197 -4.451 -1.503
H 1.740 -4.379 0.203
H 3.799 -1.346 -2.049
H 2.372 -0.436 -2.569
H 2.627 -2.091 -3.156
H 0.384 -2.333 -4.370
H -1.266 -1.779 -4.672
H -0.771 -3.408 -5.188
H 0.678 -4.922 -2.840
H -0.880 -5.739 -3.074
H -0.339 -5.291 -1.443
H -3.614 -2.691 -2.844
H -3.417 -4.214 -1.970
H -3.285 -4.188 -3.742
H -0.362 -0.366 2.136
H -1.306 -1.283 3.331
H -2.118 -0.228 2.157
H 0.590 -3.452 2.002
H -0.330 -4.596 1.010
H -0.897 -4.184 2.638
H -3.916 -2.225 0.712
H -3.499 -3.196 2.137
H -3.333 -3.883 0.509
N 6.800 -0.756 3.355
C 5.768 0.166 3.183
C 4.568 0.025 3.880
C 3.520 0.898 3.654
C 3.660 1.935 2.739
C 4.856 2.096 2.052
C 5.900 1.213 2.269
S 2.264 2.990 2.440
O 1.472 2.890 3.638
O 2.796 4.298 2.111
N 1.399 2.374 1.234
C 1.647 2.609 -0.068
S 2.952 3.630 -0.729
C 2.517 3.182 -2.343
C 1.439 2.384 -2.320
N 0.924 2.066 -1.073
H 6.790 -1.285 4.208
H 7.715 -0.461 3.065
H 4.457 -0.793 4.587
H 2.583 0.798 4.187
H 4.974 2.925 1.367
H 6.832 1.328 1.723
H 3.055 3.560 -3.200
H 0.937 1.972 -3.188
C -2.178 4.116 3.127
C -1.300 4.782 2.291
C -1.170 4.347 0.986
N -1.861 3.322 0.484
C -2.726 2.698 1.293
C -2.913 3.058 2.617
H -2.282 4.412 4.164
H -0.693 5.602 2.653
H -0.504 4.857 0.296
H -3.291 1.887 0.843
H -3.628 2.523 3.230
*
```

As for the LUMO energy: 0.089 Ha. The calculation puts the HOMO-LUMO gap at 7.1328 eV. Its relative energy (zero: lowest compared OMol25 entry of this formula, charge and spin) is 48.78 kJ/mol. For the calculated total energy, the calculation gives -176912.0710 eV.



[2]
This record from the OMol25 dataset describes a molecular structure, C5H12O2. The level of theory is ωB97M-V with the def2-TZVPD basis set.

```
! RIJCOSX wB97M-V def2-TZVPD def2/J DEFGRID3
* xyz 0 1
C 2.229 0.416 1.144
C 1.091 0.702 0.172
C 0.253 -0.496 -0.154
O -0.444 -0.867 1.634
C -1.055 -0.432 -0.701
C -1.627 0.848 -1.271
O -1.386 -1.587 -1.456
H 1.816 0.068 2.095
H 2.899 -0.360 0.755
H 2.826 1.316 1.323
H 0.449 1.495 0.569
H 1.485 1.073 -0.787
H 0.782 -1.440 -0.286
H -0.415 -1.821 1.813
H -1.234 -0.651 0.667
H -1.261 1.038 -2.288
H -2.720 0.785 -1.324
H -1.386 1.716 -0.648
H -2.304 -1.804 -1.258
*
```

As for the LUMO energy: 0.030 Ha. The calculation puts the HOMO-LUMO gap at 8.8031 eV. Its relative energy (zero: lowest compared OMol25 entry of this formula, charge and spin) is 358.47 kJ/mol. For the calculated total energy, the calculation gives -9471.4204 eV.



[3]
This record from the OMol25 dataset describes a molecular structure, C33H25CsFN6O2S. The level of theory is ωB97M-V with the def2-TZVPD basis set.

```
! RIJCOSX wB97M-V def2-TZVPD def2/J DEFGRID3
* xyz -1 1
Cs 14.336 13.106 6.654
N 19.279 11.266 6.864
C 19.808 12.554 6.939
C 21.117 12.973 6.987
C 21.313 14.356 7.072
C 20.228 15.190 7.014
C 18.897 14.737 7.016
C 18.654 13.383 7.010
N 17.509 12.596 6.865
C 17.921 11.363 6.819
C 17.162 10.119 6.832
C 17.599 8.821 6.938
S 16.297 7.674 6.955
C 15.217 9.004 6.634
N 15.779 10.217 6.656
H 19.801 10.430 6.598
H 21.918 12.216 6.967
H 22.311 14.743 7.115
H 20.396 16.261 6.920
H 18.072 15.478 7.039
H 18.586 8.479 7.106
H 14.136 8.782 6.492
C 14.370 21.830 13.592
O 13.761 20.754 12.904
C 12.851 20.945 11.915
C 12.943 22.057 11.068
C 12.208 22.099 9.908
C 11.556 20.943 9.514
C 11.255 19.922 10.429
C 11.884 19.944 11.636
N 11.727 20.652 8.199
N 11.295 19.503 7.775
C 11.984 18.919 6.781
C 13.147 19.421 6.148
C 14.108 18.525 5.873
C 13.944 17.087 6.149
O 14.974 16.406 6.279
C 12.541 16.586 6.350
N 12.183 15.250 6.281
C 10.918 14.900 6.441
C 9.906 15.800 6.736
C 10.241 17.165 6.827
C 11.566 17.542 6.635
H 15.100 21.368 14.263
H 13.618 22.444 14.098
H 14.938 22.531 12.917
H 13.657 22.849 11.340
H 12.327 22.876 9.142
H 10.654 19.067 10.065
H 11.740 19.119 12.351
H 13.319 20.480 5.965
H 15.100 18.829 5.608
H 10.750 13.821 6.372
H 8.918 15.416 6.915
H 9.499 17.922 7.079
F 7.360 7.905 6.792
C 8.430 8.723 6.876
C 9.072 8.761 8.102
C 10.279 9.402 8.139
C 10.838 10.054 6.990
C 12.091 10.598 6.974
C 10.052 10.053 5.789
C 8.870 9.332 5.689
H 8.623 8.299 8.967
H 10.856 9.373 9.062
H 12.634 10.611 7.906
H 12.630 10.760 6.040
H 10.421 10.674 4.966
H 8.324 9.158 4.769
*
```

As for the LUMO energy: 0.050 Ha. The calculation puts the HOMO-LUMO gap at 3.8227 eV. Its relative energy (zero: lowest compared OMol25 entry of this formula, charge and spin) is 1.65 kJ/mol. For the calculated total energy, the calculation gives -61760.5134 eV.



[4]
This record from the OMol25 dataset describes a single C6H10 molecule. The level of theory is ωB97M-V with the def2-TZVPD basis set.

```
! RIJCOSX wB97M-V def2-TZVPD def2/J DEFGRID3
* xyz 0 1
C -1.325 -0.239 0.837
C -1.733 0.231 -0.564
C -0.469 0.552 -1.625
C 0.779 0.292 -0.945
C 1.379 -0.052 0.051
C 2.407 -0.401 1.016
H -1.625 -1.263 1.092
H -1.586 0.445 1.653
H -0.203 -0.258 0.822
H -2.305 1.164 -0.515
H -2.341 -0.523 -1.075
H -0.558 -0.086 -2.517
H -0.510 1.599 -1.960
H 3.349 -0.250 0.487
H 2.391 0.235 1.906
H 2.350 -1.445 1.337
*
```

As for the LUMO energy: 0.038 Ha. The calculation puts the HOMO-LUMO gap at 10.0946 eV. Its relative energy (zero: lowest compared OMol25 entry of this formula, charge and spin) is 225.88 kJ/mol. As for the structure (SMILES): CC#CCCC. For the calculated total energy, the calculation gives -6381.5185 eV.



[5]
This record from the OMol25 dataset describes a gas-phase ion, C9H17N4O2 (charge +1). The level of theory is ωB97M-V with the def2-TZVPD basis set.

```
! RIJCOSX wB97M-V def2-TZVPD def2/J DEFGRID3
* xyz 1 1
C -1.310 1.472 -1.419
C 1.416 1.442 0.872
C 1.469 0.554 -1.585
C 2.792 0.639 1.098
C 2.762 -0.151 -1.118
C -0.801 0.830 -0.185
C -3.112 -0.389 -0.028
C -1.267 -0.975 1.523
C -1.591 -0.502 0.126
N -2.063 2.485 -1.129
N -1.328 1.778 0.755
N -2.117 2.553 0.243
N 0.701 0.680 -0.213
O 3.471 0.561 -0.108
O -0.980 -1.383 -0.864
H -1.128 1.072 -2.391
H 0.651 1.457 1.689
H 1.690 2.513 0.478
H 1.704 1.536 -1.964
H 0.763 -0.125 -2.258
H 3.592 1.164 1.725
H 2.542 -0.391 1.386
H 2.546 -1.296 -0.901
H 3.410 -0.263 -2.048
H -3.562 -1.344 0.081
H -3.387 -0.254 -0.987
H -3.648 0.407 0.679
H -1.965 -1.693 1.823
H -0.301 -1.409 1.549
H -1.420 -0.133 2.172
H 0.882 -0.235 0.116
H -1.254 -2.340 -0.722
*
```

As for the LUMO energy: -0.162 Ha. The calculation puts the HOMO-LUMO gap at 9.6710 eV. Its relative energy (zero: lowest compared OMol25 entry of this formula, charge and spin) is 353.55 kJ/mol. As for the structure (SMILES): CC(C)(O)[C@@]1([NH+]2CCOCC2)C=NN=N1. For the calculated total energy, the calculation gives -19652.7812 eV.



[6]
This record from the OMol25 dataset describes a molecular structure, C3H3MgO4. The level of theory is ωB97M-V with the def2-TZVPD basis set.

```
! RIJCOSX wB97M-V def2-TZVPD def2/J DEFGRID3
* xyz 0 2
C 0.522 0.062 1.537
C 1.064 1.133 0.651
O 0.359 1.605 -0.246
O -0.822 -0.090 1.371
H 0.785 0.375 2.572
H 2.040 1.591 0.887
Mg -1.425 0.539 -0.342
O -1.659 -0.646 -1.853
O -1.110 -2.217 -3.380
C -0.891 -1.438 -2.483
H 1.136 -0.915 1.286
*
```

As for the LUMO energy (spin up / spin down): -0.038 / -0.045 Ha. The calculation puts the HOMO-LUMO gap (spin up / spin down) at 5.9688 / 8.8039 eV. Its relative energy (zero: lowest compared OMol25 entry of this formula, charge and spin) is 153.82 kJ/mol. For the calculated total energy, the calculation gives -16794.3201 eV.



[7]
This record from the OMol25 dataset describes a molecular structure, C21H43Cl2N9SScSe. The level of theory is ωB97M-V with the def2-TZVPD basis set.

```
! RIJCOSX wB97M-V def2-TZVPD def2/J DEFGRID3
* xyz 1 1
Sc -1.234 0.288 -1.771
Cl -1.160 -2.174 -2.468
C 0.108 -1.987 -3.862
Cl 0.723 -0.117 -3.172
H -0.466 -1.814 -4.772
H 0.843 -2.789 -3.950
C 1.310 -2.799 0.137
N 1.968 -3.559 1.205
C 2.583 -4.747 0.595
N 3.541 -4.398 -0.456
C 2.836 -3.617 -1.477
N 2.232 -2.403 -0.922
C 3.300 -1.601 -0.326
N 4.019 -2.325 0.729
C 3.045 -2.725 1.744
C 4.576 -3.548 0.135
H 0.860 -1.900 0.573
H 0.510 -3.406 -0.292
H 1.795 -5.371 0.168
H 3.097 -5.319 1.370
H 2.050 -4.237 -1.915
H 3.541 -3.338 -2.263
H 2.862 -0.694 0.097
H 4.006 -1.311 -1.107
H 2.599 -1.822 2.174
H 3.560 -3.274 2.536
H 5.100 -4.113 0.909
H 5.295 -3.270 -0.637
C -2.024 2.637 1.467
C -1.862 1.844 0.175
C -3.199 1.183 -0.202
C -1.436 2.811 -0.949
N -0.894 0.695 0.332
H -2.756 3.437 1.344
H -1.076 3.092 1.759
H -2.364 1.984 2.272
H -3.906 1.944 -0.539
H -3.199 0.387 -0.985
H -3.618 0.667 0.663
H -2.138 3.645 -1.023
H -1.411 2.404 -1.983
H -0.441 3.211 -0.755
C -0.210 -2.098 4.281
C -0.503 -0.612 4.144
N -0.204 -0.118 2.802
C 0.771 0.641 2.373
S 0.687 1.131 0.677
N 1.852 1.031 3.046
C 2.569 0.330 4.123
C 2.799 1.230 5.321
H -0.407 -2.425 5.302
H 0.825 -2.335 4.031
H -0.843 -2.677 3.610
H 0.036 -0.007 4.872
H -1.564 -0.422 4.314
H -0.892 -0.257 2.050
H 2.407 1.719 2.555
H 3.515 -0.025 3.708
H 2.002 -0.555 4.395
H 3.318 2.143 5.030
H 3.414 0.721 6.062
H 1.855 1.512 5.790
C -1.045 3.220 -4.714
N -2.417 3.378 -4.245
C -3.060 4.581 -4.043
C -4.312 4.296 -3.627
N -4.417 2.922 -3.571
C -5.629 2.186 -3.242
C -3.253 2.363 -3.955
Se -2.858 0.544 -4.079
H -0.750 4.138 -5.215
H -1.004 2.383 -5.406
H -0.374 3.014 -3.880
H -2.574 5.523 -4.219
H -5.133 4.941 -3.372
H -5.352 1.254 -2.757
H -6.232 2.796 -2.574
H -6.191 1.963 -4.147
*
```

As for the LUMO energy (spin up / spin down): -0.070 / -0.070 Ha. The calculation puts the HOMO-LUMO gap (spin up / spin down) at 5.6921 / 6.2625 eV. Its relative energy (zero: lowest compared OMol25 entry of this formula, charge and spin) is 470.94 kJ/mol. For the calculated total energy, the calculation gives -157805.9167 eV.



[8]
This record from the OMol25 dataset describes a molecular structure, C26H24BF8N14O4S2V. The level of theory is ωB97M-V with the def2-TZVPD basis set.

```
! RIJCOSX wB97M-V def2-TZVPD def2/J DEFGRID3
* xyz 0 3
V 0.876 -0.145 1.114
C 0.747 -0.651 5.356
C 1.014 -1.093 4.065
N 0.752 -0.134 3.179
N 0.319 0.941 3.890
C 0.311 0.649 5.196
B -0.034 2.217 3.088
N -1.189 1.859 2.107
C -2.513 2.061 2.144
C -3.071 1.546 0.991
C -1.993 1.008 0.296
N -0.860 1.188 0.974
N 1.185 2.611 2.209
C 1.848 3.777 2.182
C 2.776 3.727 1.163
C 2.615 2.460 0.603
N 1.652 1.800 1.235
N -0.394 3.401 3.962
C -1.170 4.476 3.672
C -1.005 5.399 4.672
C -0.079 4.797 5.545
N 0.296 3.606 5.115
H 0.868 -1.193 6.276
H 1.399 -2.042 3.736
H 0.027 1.395 5.917
H -2.973 2.555 2.982
H -4.108 1.547 0.706
H -1.982 0.470 -0.640
H 1.618 4.554 2.892
H 3.482 4.487 0.879
H 3.157 1.986 -0.197
H -1.745 4.530 2.764
H -1.478 6.361 4.758
H 0.330 5.183 6.466
F -3.170 -3.538 1.843
C -3.182 -2.953 0.655
F -3.965 -1.876 0.709
F -3.658 -3.800 -0.246
S -1.503 -2.404 0.166
O -1.114 -1.488 1.236
O -1.636 -1.880 -1.159
N -0.688 -3.758 0.194
S 0.658 -3.869 0.998
O 1.258 -2.565 1.283
O 1.503 -4.871 0.443
C 0.167 -4.524 2.643
F 1.259 -4.665 3.396
F -0.417 -5.705 2.496
F -0.672 -3.696 3.255
F 3.601 0.322 2.256
C 2.936 -0.457 1.341
F 3.669 -0.318 0.157
H 3.109 -1.487 1.660
C 2.057 -2.187 -1.826
C 1.447 -0.845 -2.013
N 1.007 -0.036 -1.070
C 0.538 1.105 -1.706
C 0.689 0.969 -3.039
N 1.276 -0.270 -3.228
C 1.569 -0.868 -4.512
N 0.431 -1.513 -5.105
N 0.143 -2.798 -4.778
N -0.931 -3.158 -5.366
C -1.393 -2.087 -6.109
C -2.521 -1.975 -6.927
C -2.726 -0.768 -7.552
C -1.831 0.312 -7.376
C -0.718 0.214 -6.574
C -0.522 -1.020 -5.943
H 2.294 -2.337 -0.777
H 2.993 -2.266 -2.380
H 1.380 -2.973 -2.167
H 0.128 1.930 -1.154
H 0.440 1.619 -3.859
H 2.352 -1.611 -4.392
H 1.917 -0.088 -5.187
H -3.198 -2.808 -7.053
H -3.587 -0.635 -8.193
H -2.030 1.244 -7.888
H -0.040 1.048 -6.449
*
```

As for the LUMO energy (spin up / spin down): 0.005 / 0.007 Ha. The calculation puts the HOMO-LUMO gap (spin up / spin down) at 9.0830 / 9.3041 eV. Its relative energy (zero: lowest compared OMol25 entry of this formula, charge and spin) is 31.78 kJ/mol. For the calculated total energy, the calculation gives -126180.5779 eV.